Here is a molecular structure, C22H23CrFN3O4S5 from the OMol25 dataset. Energies are from wB97M-V/def2-TZVPD.

Geometry as XYZ:
```
59
Properties=species:S:1:pos:R:3:nbo_charge:R:1
Cr -1.0381 0.2109 -0.3195 0.729
C 0.3101 -6.8190 -2.1824 -0.620
C -0.4169 -6.0748 -3.2927 -0.024
C 0.2595 -6.3462 -4.6266 -0.401
C -0.3381 -5.5076 -5.7376 -0.425
C -0.2070 -4.0559 -5.3921 -0.029
C -0.0141 -3.0912 -6.3514 -0.232
C 0.0636 -1.7468 -5.9922 0.393
F 0.2511 -0.8530 -6.9746 -0.314
C -0.0588 -1.3292 -4.7018 -0.226
C -0.2468 -2.3002 -3.7071 -0.138
C -0.4395 -1.8602 -2.3271 0.521
O -0.3803 -0.6387 -2.0675 -0.630
C -0.7025 -2.8740 -1.3697 -0.347
C -0.6812 -4.1830 -1.7761 0.167
N -0.4661 -4.6036 -3.0259 -0.354
C -0.2949 -3.6558 -4.0420 0.229
C -0.9298 -2.6435 0.0922 0.804
O -1.1688 -3.5899 0.8176 -0.622
O -0.8431 -1.4160 0.5454 -0.699
H 0.4281 -7.8592 -2.4883 0.228
H -0.2226 -6.8262 -1.2339 0.224
H 1.3034 -6.3957 -2.0240 0.224
H -1.4576 -6.4085 -3.3475 0.202
H 0.1546 -7.4109 -4.8383 0.227
H 1.3307 -6.1434 -4.5341 0.213
H -1.3970 -5.7599 -5.8609 0.220
H 0.1444 -5.7089 -6.6941 0.229
H 0.0714 -3.3625 -7.3963 0.232
H -0.0206 -0.2834 -4.4312 0.265
H -0.8404 -4.9350 -1.0170 0.249
O 1.1969 5.9624 2.5657 -0.566
C 0.7814 4.9659 2.0409 0.201
S 1.5662 4.1698 0.6622 0.335
C 0.3997 2.8785 0.4991 -0.414
C -0.6202 2.8481 1.3701 -0.398
S -1.8679 1.6353 1.2418 -0.144
S -0.6908 4.1148 2.5693 0.324
S 0.5635 1.6856 -0.7689 -0.019
C -4.3470 2.7551 -1.5566 -0.408
N -4.9187 1.7845 -0.6267 -0.426
C -6.3139 2.0235 -0.2886 -0.407
C -4.2949 0.6264 -0.3550 0.442
S -3.1172 -0.0008 -1.4624 -0.179
N -4.6224 -0.0443 0.7517 -0.414
C -4.1832 -1.4253 0.9690 -0.416
C -5.0878 0.6245 1.9652 -0.416
H -4.7174 3.7410 -1.2738 0.206
H -4.6434 2.5410 -2.5857 0.202
H -3.2659 2.7474 -1.4778 0.249
H -6.8565 2.2438 -1.2102 0.209
H -6.4229 2.8711 0.3904 0.207
H -6.7544 1.1414 0.1645 0.216
H -4.1763 -1.9661 0.0291 0.229
H -4.8943 -1.8900 1.6514 0.205
H -3.1832 -1.4483 1.4077 0.236
H -4.9915 1.7003 1.8589 0.229
H -4.4370 0.3111 2.7811 0.228
H -6.1188 0.3539 2.2015 0.198
```

Output
HOMO energy (alpha / beta)   -6.894 / -6.868 eV
<S²>   0.84
2S+1   2
DFT total energy   -121165.711 eV
Net charge   0

Here is a molecular structure, C22H23F2IrN3O3P from the OMol25 dataset. Energies are from wB97M-V/def2-TZVPD.

Geometry as XYZ:
```
55
Properties=species:S:1:pos:R:3:nbo_charge:R:1
Ir -0.0562 0.4060 1.1148 0.935
N -1.3111 -2.7985 3.5374 -0.760
C -1.1955 -1.7344 2.7500 0.710
O -0.1829 -1.5944 2.0327 -0.661
C -2.3199 -0.7352 2.6901 -0.534
C -1.7949 0.6428 2.2913 -0.596
H -0.5629 -3.4730 3.5683 0.423
H -2.1080 -2.9232 4.1364 0.415
H -2.8724 -0.7143 3.6319 0.240
H -3.0147 -1.1179 1.9348 0.244
H -1.4253 1.1907 3.1613 0.234
H -2.5627 1.2421 1.8072 0.217
F 0.8611 5.6836 0.4115 -0.300
C 0.1689 4.5982 0.0608 0.470
C 0.4418 3.4049 0.7066 -0.380
C -0.2663 2.2624 0.3596 -0.066
C -1.2571 2.3521 -0.6479 -0.226
C -1.4714 3.5822 -1.2700 0.457
F -2.3801 3.6853 -2.2546 -0.315
C -0.7777 4.7217 -0.9381 -0.374
C -1.9298 1.1089 -1.0033 0.230
C -2.9927 0.9383 -1.8942 -0.230
C -3.4845 -0.3278 -2.1366 -0.124
C -2.9166 -1.4278 -1.5014 -0.251
C -1.8897 -1.2059 -0.6159 0.042
N -1.4226 0.0275 -0.3651 -0.440
H 1.2069 3.4139 1.4694 0.240
H -0.9637 5.6613 -1.4367 0.262
H -3.4188 1.7938 -2.3887 0.259
H -4.3092 -0.4603 -2.8241 0.240
H -3.2656 -2.4338 -1.6824 0.243
H -1.4023 -2.0089 -0.0791 0.234
C 1.2982 0.7680 -2.1713 -0.953
P 1.6286 0.0400 -0.5443 1.115
C 3.1819 0.8140 -0.0319 -0.951
C 1.9983 -1.6935 -0.8917 -0.300
C 1.1385 -2.4249 -1.7127 -0.235
C 1.4054 -3.7540 -1.9975 -0.191
C 2.5316 -4.3655 -1.4626 -0.186
C 3.3857 -3.6467 -0.6403 -0.197
C 3.1217 -2.3152 -0.3532 -0.202
H 0.3306 0.4534 -2.5608 0.246
H 2.0777 0.4490 -2.8632 0.259
H 1.3037 1.8543 -2.0853 0.261
H 3.9574 0.6229 -0.7745 0.252
H 3.4887 0.4496 0.9458 0.269
H 3.0098 1.8878 0.0479 0.263
H 0.2641 -1.9554 -2.1483 0.211
H 0.7406 -4.3112 -2.6444 0.224
H 2.7457 -5.4005 -1.6929 0.229
H 4.2636 -4.1206 -0.2222 0.229
H 3.7945 -1.7704 0.2959 0.221
O 2.5613 2.1892 3.0651 -0.270
N 1.4594 1.8248 3.2313 0.386
O 1.1888 0.6444 2.5849 -0.519
```

Output
HOMO energy (alpha / beta)   -11.408 / -11.580 eV
<S²>   0.76
ΔE to the lowest compared entry with this formula, charge and spin   0.0 kJ/mol
2S+1   2
DFT total energy   -51356.497 eV
Net charge   +1

Here is C22H23F3N4O4S in the gas phase from the OMol25 dataset. Energies are from wB97M-V/def2-TZVPD.

Geometry as XYZ:
```
57
Properties=species:S:1:pos:R:3:nbo_charge:R:1
C 8.5332 2.5969 -1.5645 -0.636
C 7.9195 2.8776 -0.1934 0.099
C 7.8549 4.3756 0.0853 -0.613
O 6.5757 2.4087 -0.1336 -0.514
C 6.3052 1.0939 0.0125 0.400
C 7.2399 0.0795 0.2126 -0.304
C 6.8185 -1.2317 0.3603 -0.185
C 5.4781 -1.5624 0.3337 -0.229
C 4.5334 -0.5535 0.1463 -0.133
C 3.0728 -0.8155 0.0822 0.687
O 2.3140 -0.1843 -0.6200 -0.601
N 2.6528 -1.8218 0.9323 -0.655
C 1.4479 -2.5218 0.8644 0.299
S 1.5422 -4.1700 0.8850 -0.216
N 0.2927 -1.8476 0.8210 -0.402
C 0.0994 -0.4553 1.1547 -0.222
C -0.6008 0.2347 -0.0200 -0.229
N -1.8506 -0.4183 -0.3298 -0.429
C -3.0576 0.1743 -0.1765 0.328
C -3.2629 1.1736 0.8019 -0.283
C -4.5068 1.6824 1.0672 -0.120
C -5.6263 1.2202 0.3668 -0.203
C -6.9739 1.7821 0.7058 0.978
F -7.9791 1.1736 0.0694 -0.318
F -7.2400 1.6920 2.0232 -0.327
F -7.0660 3.0928 0.4046 -0.327
C -5.4603 0.2994 -0.6450 -0.128
C -4.1925 -0.1912 -0.9441 -0.074
N -4.0868 -0.9412 -2.1628 0.523
O -3.0313 -0.8975 -2.7664 -0.383
O -5.0747 -1.5296 -2.5518 -0.381
C -1.6734 -1.8160 -0.6446 -0.210
C -0.9522 -2.5119 0.5221 -0.238
C 4.9510 0.7567 -0.0286 -0.240
H 7.9598 3.1108 -2.3321 0.216
H 8.5242 1.5323 -1.7863 0.216
H 9.5592 2.9530 -1.5914 0.216
H 8.5145 2.3929 0.5942 0.170
H 7.2424 4.8625 -0.6685 0.214
H 7.4107 4.5555 1.0606 0.219
H 8.8535 4.8019 0.0650 0.213
H 8.2965 0.2916 0.2480 0.219
H 7.5569 -2.0078 0.4961 0.220
H 5.1872 -2.5997 0.4115 0.216
H 3.3956 -2.3928 1.3193 0.430
H -0.5346 -0.4057 2.0505 0.195
H 1.0488 0.0295 1.3657 0.235
H 0.0561 0.1513 -0.8930 0.242
H -0.7569 1.2909 0.1873 0.217
H -2.4284 1.5180 1.3902 0.218
H -4.6353 2.4259 1.8388 0.231
H -6.2955 -0.0328 -1.2442 0.264
H -1.0963 -1.9222 -1.5689 0.221
H -2.6335 -2.3144 -0.7704 0.218
H -1.5954 -2.4884 1.4105 0.198
H -0.7473 -3.5517 0.2636 0.261
H 4.2237 1.5356 -0.1947 0.240
```

Output
HOMO energy   -8.394 eV
ΔE to the lowest compared entry with this formula, charge and spin   4.0 kJ/mol
2S+1   1
DFT total energy   -56323.808 eV
Net charge   0
SMILES   CC(C)Oc1cccc(C(=O)NC(=S)N2CCN(c3ccc(C(F)(F)F)cc3[N+](=O)[O-])CC2)c1

Here is a molecular structure, C22H23I2N4NaO2 from the OMol25 dataset. Energies are from wB97M-V/def2-TZVPD.

Geometry as XYZ:
```
54
Properties=species:S:1:pos:R:3:nbo_charge:R:1
Na 1.7552 0.7077 -0.7786 0.880
I -4.0131 -1.9290 -6.0051 0.030
C -2.5100 -1.2617 -4.6888 -0.208
C -1.6970 -0.2061 -5.0589 -0.276
C -0.7334 0.2329 -4.1712 -0.263
I 0.5118 1.8248 -4.7109 0.095
C -0.5249 -0.3334 -2.8878 0.434
O 0.3478 0.0861 -2.0714 -0.846
C -1.3987 -1.4287 -2.5664 -0.119
C -1.2095 -2.0847 -1.2305 -0.230
N -1.4167 -1.1192 -0.1589 -0.673
C -1.0743 -1.6227 1.1518 -0.254
C -0.5343 -0.5008 2.0005 0.225
C -0.7155 -0.4568 3.3764 -0.283
C -0.0478 0.5255 4.0988 -0.168
C 0.7777 1.4209 3.4239 -0.284
C 0.8787 1.3221 2.0425 0.088
N 0.2106 0.3964 1.3500 -0.488
C -2.3627 -1.8675 -3.4472 -0.229
H -1.8080 0.2734 -6.0218 0.220
H -0.1861 -2.5003 -1.1793 0.190
H -1.9139 -2.9172 -1.1129 0.172
H -0.7382 -0.3854 -0.3526 0.414
H -0.2677 -2.3779 1.0904 0.198
H -1.9334 -2.1012 1.6412 0.173
H -1.3426 -1.1916 3.8669 0.199
H -0.1527 0.5762 5.1775 0.196
H 1.3499 2.1698 3.9528 0.211
H 1.5628 1.9389 1.4638 0.251
H -3.0011 -2.6972 -3.1670 0.204
N 3.4767 0.7553 0.4137 -1.125
C 3.9851 -0.3794 0.7196 0.136
C 5.4339 -0.6566 0.8002 -0.347
C 5.9700 -1.8803 1.0882 -0.230
C 5.1825 -3.0145 1.3548 -0.474
C 3.7972 -2.8197 1.3303 -0.205
C 3.2226 -1.6060 1.0451 -0.404
H 6.0843 0.1920 0.5993 0.170
H 7.0559 -1.9808 1.1130 0.159
H 5.6227 -3.9780 1.5841 0.162
H 3.1454 -3.6665 1.5452 0.159
H 2.1388 -1.5153 1.0628 0.153
C -3.0055 4.3460 0.2406 -0.417
N -2.6549 2.9643 0.0560 -0.443
C -3.4645 1.9588 0.6967 -0.409
C -1.4815 2.6308 -0.5438 0.539
O -0.7081 3.4171 -1.0406 -0.625
H -3.9909 4.5576 -0.1858 0.178
H -2.2558 4.9560 -0.2613 0.243
H -3.0276 4.6022 1.3060 0.178
H -4.4599 1.9031 0.2417 0.177
H -3.5830 2.1808 1.7644 0.178
H -2.9855 0.9875 0.5931 0.247
H -1.3106 1.5524 -0.5500 0.144
```

Output
HOMO energy   1.385 eV
ΔE to the lowest compared entry with this formula, charge and spin   0.0 kJ/mol
2S+1   1
DFT total energy   -53859.358 eV
Net charge   -2

Here is C22H23N3O3S in the gas phase from the OMol25 dataset. Energies are from wB97M-V/def2-TZVPD.

Geometry as XYZ:
```
52
Properties=species:S:1:pos:R:3:nbo_charge:R:1
C -2.0469 -2.1552 3.3708 -0.251
O -2.4915 -1.6616 2.1315 -0.479
C -1.5702 -1.3944 1.1701 0.253
C -0.2043 -1.5503 1.3134 -0.283
C 0.6610 -1.2463 0.2649 -0.087
C 2.1465 -1.4089 0.4346 0.128
N 2.6657 -2.2650 -0.6028 -0.635
C 4.0045 -2.4166 -0.8406 0.675
O 4.4318 -3.2803 -1.5740 -0.590
C 4.8129 -1.3669 -0.1944 -0.416
C 6.2102 -1.4985 -0.1691 0.283
N 7.3522 -1.6019 -0.1182 -0.309
C 4.2051 -0.2180 0.2324 0.197
S 5.2022 1.1619 0.6990 0.103
N 2.8548 -0.1257 0.3603 -0.458
C 2.1551 1.0941 0.2390 0.108
C 2.3887 1.9259 -0.8520 -0.163
C 1.6866 3.1079 -0.9827 -0.226
C 0.7331 3.4813 -0.0433 -0.007
C -0.0251 4.7642 -0.1831 -0.628
C 0.5131 2.6458 1.0464 -0.208
C 1.2182 1.4684 1.1969 -0.201
C 0.1442 -0.7995 -0.9364 -0.149
C -1.2232 -0.6343 -1.0940 -0.325
C -2.0970 -0.9174 -0.0564 0.354
O -3.4397 -0.7722 -0.0761 -0.503
C -4.1116 -0.3808 -1.2673 0.101
C -5.4909 0.1010 -0.8294 -0.613
C -4.2217 -1.5528 -2.2424 -0.636
H -1.3960 -1.4377 3.8818 0.173
H -1.5209 -3.1092 3.2608 0.177
H -2.9465 -2.3080 3.9644 0.205
H 0.2098 -1.9113 2.2420 0.222
H 2.3713 -1.8483 1.4288 0.184
H 2.0379 -2.9171 -1.0473 0.420
H 4.1975 1.8731 1.2217 0.143
H 3.1181 1.6381 -1.5951 0.221
H 1.8748 3.7437 -1.8351 0.215
H -1.0569 4.6397 0.1380 0.220
H -0.0132 5.1137 -1.2122 0.218
H 0.4286 5.5340 0.4417 0.224
H -0.2186 2.9238 1.7905 0.215
H 1.0439 0.8355 2.0527 0.223
H 0.8051 -0.5726 -1.7586 0.218
H -1.5918 -0.2760 -2.0411 0.223
H -3.5728 0.4541 -1.7390 0.169
H -6.0661 0.4235 -1.6924 0.212
H -5.3930 0.9310 -0.1350 0.218
H -6.0171 -0.7066 -0.3284 0.215
H -4.7837 -2.3594 -1.7783 0.216
H -4.7361 -1.2371 -3.1459 0.216
H -3.2382 -1.9305 -2.5112 0.216
```

Output
HOMO energy   -8.446 eV
ΔE to the lowest compared entry with this formula, charge and spin   214.0 kJ/mol
2S+1   1
DFT total energy   -44634.994 eV
Net charge   0
SMILES   COc1cc([C@H]2NC(=O)C(C#N)=C(S)N2c2ccc(C)cc2)ccc1OC(C)C

Here is a molecular structure, C22H23N3O8Sm from the OMol25 dataset. Energies are from wB97M-V/def2-TZVPD.

Geometry as XYZ:
```
57
Properties=species:S:1:pos:R:3:nbo_charge:R:1
Sm -0.1476 -0.0815 0.4699 2.014
C -2.1331 -2.2550 -1.1049 -0.095
C -3.0417 -1.0147 -1.2169 -0.097
O -2.2158 0.1441 -1.0762 -0.589
C -2.9008 1.3443 -0.7405 -0.097
C -1.9281 2.5009 -1.0066 -0.085
O -0.5594 2.0443 -0.9603 -0.577
C 0.0200 1.9691 -2.2790 -0.093
C 1.3495 1.2647 -2.1819 -0.096
O 1.1937 -0.0619 -1.6752 -0.577
C 1.0497 -1.1494 -2.6014 -0.088
C -0.3777 -1.6462 -2.6112 -0.093
O -0.7510 -1.9054 -1.2526 -0.565
H -2.3982 -2.9976 -1.8607 0.204
H -2.2156 -2.7031 -0.1180 0.242
H -3.7876 -1.0444 -0.4189 0.216
H -3.5561 -0.9543 -2.1803 0.194
H -3.1979 1.3015 0.3130 0.200
H -3.8072 1.4517 -1.3424 0.211
H -2.0480 3.2784 -0.2530 0.215
H -2.1057 2.9473 -1.9845 0.203
H 0.1578 2.9813 -2.6700 0.215
H -0.6667 1.4285 -2.9364 0.190
H 2.0105 1.7791 -1.4804 0.225
H 1.8455 1.2475 -3.1549 0.218
H 1.7294 -1.9314 -2.2593 0.222
H 1.3562 -0.8396 -3.6022 0.210
H -0.4497 -2.5703 -3.1921 0.215
H -1.0566 -0.9037 -3.0397 0.185
O -3.8075 0.3386 5.4598 -0.655
C -3.1587 1.4839 5.3308 0.778
O -3.2679 2.3880 6.1127 -0.558
C -2.3127 1.6721 4.1073 -0.238
C -1.6165 2.8477 3.8882 0.064
N -0.9603 2.7123 2.7275 -0.302
N -1.1707 1.5100 2.1677 -0.360
C -1.9833 0.8675 3.0065 0.057
C -2.3362 -0.5495 2.6762 0.788
O -3.0574 -1.2078 3.3987 -0.590
O -1.7891 -0.9706 1.5735 -0.853
H -3.6403 -0.2712 4.7027 0.509
H -1.5640 3.7409 4.4866 0.263
H -0.3044 3.3517 2.3110 0.428
N 7.5214 0.3557 7.3833 -0.275
C 6.6722 0.2761 6.6145 0.262
C 5.6156 0.1791 5.6467 -0.161
C 4.2910 0.1113 6.0720 -0.146
C 3.2751 0.0344 5.1376 -0.199
C 3.5740 0.0236 3.7758 -0.049
C 4.9075 0.0813 3.3601 -0.192
C 5.9261 0.1600 4.2888 -0.158
C 2.5455 -0.0135 2.7803 -0.029
C 1.7770 -0.0297 1.8324 -0.633
H 4.0661 0.1233 7.1287 0.236
H 2.2445 -0.0148 5.4611 0.226
H 5.1341 0.0715 2.3033 0.225
H 6.9578 0.2113 3.9712 0.236
```

Output
HOMO energy (alpha / beta)   -10.895 / -10.909 eV
<S²>   8.76
ΔE to the lowest compared entry with this formula, charge and spin   0.0 kJ/mol
2S+1   6
DFT total energy   -61935.708 eV
Net charge   +1

These records have max |F| values of 0.44; 0.39; 1.18; 0.92; 0.72; 0.78 eV/A, in the order they appear.